Computed, not measured: the molecule C4H4ClN3, with ωB97M-V/def2-TZVPD.

The geometry in ORCA input format:
```
! RIJCOSX wB97M-V def2-TZVPD def2/J DEFGRID3
* xyz 0 1
H -1.09680 -1.13935 -0.72075
N -0.14336 0.51003 0.31812
N 3.44507 1.20386 -0.02304
H 1.27898 -0.97832 -0.91394
C 2.48039 0.61708 -0.02380
C -2.49034 0.10675 -0.02552
C 1.36188 -0.29253 0.02914
N -3.50926 0.66186 -0.05595
Cl -0.33549 1.86963 -0.69963
H 1.34954 -0.87708 1.02337
H -1.10852 -1.15077 0.94379
C -1.23211 -0.53116 0.14823
*
```

The calculation puts the electronic energy at -21202.012 eV. Its SMILES is N#CCN(Cl)CC#N. The calculation puts the energy above the lowest of the compared OMol25 structures with the same formula, charge and spin at 395.9 kJ/mol.

Here are the natural (NBO) charges for atoms 1 to 5, given in e: atom 1 (H): 0.216, atom 2 (N): -0.399, atom 3 (N): -0.250, atom 4 (H): 0.247, atom 5 (C): 0.236

=====

Computed, not measured: a structure of composition C4H3O6Tl, with ωB97M-V/def2-TZVPD.

The geometry in ORCA input format:
```
! RIJCOSX wB97M-V def2-TZVPD def2/J DEFGRID3
* xyz 0 1
O -1.35744 1.31407 -3.23960
C 0.22948 0.47023 -0.27049
C 0.85478 -2.52532 3.40617
H -0.62051 0.27605 0.52286
C -0.94761 1.44068 -2.06847
O 1.72153 -2.33419 4.16999
O -1.09108 2.46074 -1.36387
H 0.90320 1.32340 -0.10238
H 0.78847 -1.66128 -0.55150
Tl -2.39032 3.61439 -3.36508
C 0.81131 -0.83071 0.18475
O -0.14037 -3.01438 3.02635
O -0.21854 0.38479 -1.57786
O 1.45709 -0.91848 1.22913
*
```

The calculation puts the electronic energy at -21175.215 eV. The calculation puts the energy above the lowest of the compared OMol25 structures with the same formula, charge and spin at 0.0 kJ/mol.

Here are the natural (NBO) charges for atoms 1 to 5, given in e: atom 1 (O): -0.799, atom 2 (C): -0.169, atom 3 (C): 1.030, atom 4 (H): 0.212, atom 5 (C): 0.972

=====

Computed, not measured: a cluster of 2 separate species, C5H10O in total, with ωB97M-V/def2-TZVPD.

The geometry in ORCA input format:
```
! RIJCOSX wB97M-V def2-TZVPD def2/J DEFGRID3
* xyz 0 1
H -2.61195 0.58311 -0.86695
H -0.33103 0.25354 -2.03674
H 2.78986 -1.06797 1.74220
H -2.35404 -1.78691 0.81899
C -0.47635 0.66450 -1.02546
H 1.55398 1.28870 -1.10800
O -2.31912 -2.24165 -0.01223
H 0.78218 -1.16301 0.09054
C 1.29482 -0.27608 0.41528
C 2.38885 -0.23382 1.16948
C -1.65237 0.86696 -0.44546
H -1.87508 -1.68123 -0.66816
H -1.63440 1.41608 0.49273
H 2.92039 0.68142 1.42264
C 0.83153 0.94776 -0.35811
H 0.69273 1.74860 0.36925
*
```

The calculation puts the electronic energy at -7392.888 eV. Its SMILES is C=CCC=C.O. The calculation puts the energy above the lowest of the compared OMol25 structures with the same formula, charge and spin at 181.1 kJ/mol.

Here are the natural (NBO) charges for atoms 1 to 5, given in e: atom 1 (H): 0.211, atom 2 (H): 0.198, atom 3 (H): 0.200, atom 4 (H): 0.472, atom 5 (C): -0.166